{
  "formula": "C28H29CrN7O6P2S",
  "method": "ωB97M-V/def2-TZVPD",
  "spin_multiplicity": 2,
  "homo_lumo_gap_ev": [7.70, 7.42],
  "e_above_lowest_kcal_mol": 9.2,
  "e_tot_ha": -4044.646815,
  "total_charge": 1,
  "symbols": ["Cr", "N", "C", "C", "P", "O", "O", "O", "P", "O", "O", "O", "H", "H", "H", "H", "H", "H", "H", "H", "N", "C", "C", "N", "C", "C", "N", "C", "C", "N", "H", "H", "H", "H", "H", "H", "N", "C", "C", "C", "C", "C", "C", "C", "C", "C", "C", "C", "C", "C", "H", "H", "H", "H", "H", "H", "H", "H", "H", "H", "S", "C", "N", "C", "C", "C", "C", "C", "C", "H", "H", "H", "H", "H"],
  "coordinates": [[-0.19824, -0.92859, -0.22742], [2.65731, -1.30379, 3.21940], [1.84827, -0.15297, 2.62972], [2.18390, 1.09490, 3.44337], [0.04760, -0.56061, 2.82920], [0.16734, -1.55702, 4.10708], [-0.75441, 0.62332, 3.16281], [-0.29864, -1.47656, 1.66503], [2.61290, -0.02705, 0.91129], [2.61881, 1.53072, 0.60402], [3.98962, -0.53224, 1.14399], [1.77605, -0.75237, -0.12728], [2.18616, -2.20439, 3.11236], [2.80124, -1.14978, 4.21658], [3.55894, -1.28838, 2.68167], [1.94335, 0.92949, 4.49701], [1.56832, 1.92321, 3.10150], [3.23603, 1.36669, 3.34495], [-0.45663, -1.29723, 4.79671], [1.80393, 1.83026, 0.17606], [-1.48757, -0.65100, -4.14636], [-0.17943, -0.85400, -4.52950], [0.53636, -1.01608, -3.38246], [-0.31072, -0.90903, -2.31212], [-1.51854, -0.69633, -2.79854], [-2.60002, -0.65681, -1.83023], [-2.27383, -0.92371, -0.57834], [-3.42699, -0.84595, 0.15681], [-4.46203, -0.54220, -0.67518], [-3.92389, -0.42534, -1.93937], [-2.25975, -0.48882, -4.76938], [0.11540, -0.85003, -5.56205], [1.59076, -1.18075, -3.24990], [-3.42498, -0.99541, 1.22154], [-5.50893, -0.39191, -0.48950], [-4.43207, -0.17264, -2.76953], [-0.34005, 0.87829, -0.10833], [-0.49311, 2.10226, -0.35576], [-0.20958, 2.65128, -1.71894], [-0.98057, 3.68835, -2.23929], [-0.74535, 4.15611, -3.52286], [0.27751, 3.61095, -4.28762], [1.06450, 2.59358, -3.76359], [0.81749, 2.11317, -2.48786], [-0.96033, 3.05562, 0.69403], [-0.32755, 4.28618, 0.85206], [-0.72992, 5.15106, 1.85706], [-1.78434, 4.80084, 2.68955], [-2.42421, 3.58055, 2.52585], [-2.00508, 2.70555, 1.53837], [-1.76525, 4.12861, -1.63760], [-1.35463, 4.95630, -3.92100], [0.47454, 3.99194, -5.28023], [1.88113, 2.18521, -4.34439], [1.43567, 1.32551, -2.07277], [0.47961, 4.57007, 0.18641], [-0.22718, 6.09969, 1.98697], [-2.10558, 5.47989, 3.46771], [-3.23747, 3.30447, 3.18272], [-2.46774, 1.73385, 1.43218], [-1.13153, -5.47853, -0.71154], [-1.12373, -3.78300, -0.89386], [-0.08923, -3.13502, -0.45486], [0.84367, -4.03679, 0.07390], [2.11442, -3.72934, 0.57177], [2.90144, -4.75527, 1.04427], [2.45660, -6.08597, 1.02959], [1.22356, -6.40872, 0.51290], [0.42680, -5.36891, 0.03072], [-1.97832, -3.28266, -1.32372], [2.47857, -2.71612, 0.51909], [3.89674, -4.53499, 1.40670], [3.09926, -6.86800, 1.40851], [0.88360, -7.43355, 0.47993]],
  "lowdin_spin": [1.30, 0.00, 0.00, 0.00, 0.00, 0.00, 0.00, 0.03, 0.00, 0.00, 0.00, 0.02, 0.00, 0.00, 0.00, 0.00, 0.00, 0.00, 0.00, 0.00, 0.00, 0.00, 0.00, 0.00, 0.00, 0.00, 0.00, 0.00, 0.00, 0.00, 0.00, 0.00, 0.00, 0.00, 0.00, 0.00, -0.27, -0.04, -0.02, 0.00, 0.00, 0.00, 0.00, 0.00, -0.02, 0.00, 0.00, 0.00, 0.00, 0.00, 0.00, 0.00, 0.00, 0.00, 0.00, 0.00, 0.00, 0.00, 0.00, 0.00, 0.00, 0.00, -0.01, 0.00, 0.00, 0.00, 0.00, 0.00, 0.00, 0.00, 0.00, 0.00, 0.00, 0.00]
}